A single C4H3NO3 molecule at a distorted geometry. Source: OMol25; level of theory: ωB97M-V/def2-TZVPD.

Atoms and positions in Å:
C  1.37968  0.03743  0.08310
C  0.06490  0.69733  0.14017
C  -0.97057  -0.48889  0.14421
C  -2.35863  0.03780  0.02952
H  3.23016  0.08642  -0.51171
H  -0.68518  -1.00194  1.05420
H  -0.89568  -1.02791  -0.70442
N  -3.51110  0.13340  -0.30050
O  2.43432  0.85239  -0.31198
O  1.59664  -1.16389  0.11706
O  -0.28454  1.83785  0.26036

Properties
- E_HOMO (eV) = -11.04
- Kohn-Sham gap (eV) = 9.67
- structure (SMILES) = N#CCC(=O)C(=O)O
- relative energy (zero: lowest compared OMol25 entry of this formula, charge and spin) (kcal per mole) = 54.8
- spin multiplicity = 1
- DFT total energy (hartree) = -434.64003